# C23H57N11O28

A cluster of 14 separate species, C23H57N11O28 in total in a non-equilibrium geometry (ωB97M-V/def2-TZVPD, the OMol25 dataset).

```
119
C23H57N11O28 | the OMol25 dataset | ωB97M-V/def2-TZVPD
C 2.677 -9.238 -4.145
N 2.922 -10.541 -4.651
O 3.503 -11.374 -3.923
O 2.531 -10.738 -5.835
H 3.326 -8.557 -4.696
H 2.856 -9.226 -3.070
H 1.604 -9.084 -4.262
C 8.897 -23.092 -1.015
N 8.629 -21.628 -1.128
O 9.092 -20.900 -0.273
O 8.194 -21.264 -2.196
H 9.769 -23.332 -1.624
H 8.004 -23.562 -1.426
H 9.133 -23.427 -0.005
C 7.176 -20.083 -8.552
N 7.812 -21.321 -9.212
O 7.727 -22.389 -8.661
O 8.580 -21.117 -10.162
H 7.543 -19.167 -9.013
H 7.445 -20.041 -7.496
H 6.094 -20.107 -8.686
C 8.889 -15.580 -6.732
N 8.663 -14.094 -6.706
O 9.258 -13.383 -7.537
O 7.900 -13.570 -5.898
H 9.706 -15.802 -6.046
H 9.119 -15.784 -7.778
H 7.918 -16.019 -6.507
C 5.064 -12.381 -7.383
N 5.848 -12.861 -8.583
O 5.934 -14.087 -8.770
O 6.361 -12.031 -9.201
H 4.005 -12.385 -7.642
H 5.434 -11.370 -7.216
H 5.305 -13.075 -6.577
C 0.207 -13.030 -3.458
N -0.978 -13.382 -4.314
O -1.766 -14.229 -3.828
O -0.966 -12.990 -5.472
H -0.100 -12.975 -2.413
H 0.588 -12.073 -3.813
H 1.002 -13.768 -3.561
C 5.343 -21.971 -3.769
N 6.433 -22.140 -4.787
O 6.576 -21.273 -5.622
O 7.112 -23.148 -4.747
H 4.495 -22.613 -4.007
H 4.978 -20.946 -3.703
H 5.747 -22.377 -2.842
C 9.796 -20.875 -6.158
N 10.240 -19.545 -6.833
O 9.330 -18.745 -6.982
O 11.379 -19.451 -7.236
H 10.689 -21.268 -5.673
H 9.337 -21.587 -6.843
H 9.006 -20.683 -5.432
C 2.974 -16.285 -0.781
N 1.494 -16.305 -0.774
O 0.907 -16.685 -1.729
O 0.964 -15.926 0.233
H 3.331 -15.977 0.201
H 3.237 -15.626 -1.609
H 3.259 -17.291 -1.086
C 4.696 -11.701 -0.960
N 3.198 -11.539 -0.807
O 2.548 -12.474 -1.288
O 2.695 -10.515 -0.342
H 5.046 -10.893 -1.602
H 4.946 -12.622 -1.488
H 5.235 -11.488 -0.037
C 0.612 -15.792 -7.188
N 1.613 -15.090 -6.342
O 2.389 -14.321 -6.926
O 1.521 -15.258 -5.135
H 0.042 -14.923 -7.518
H -0.025 -16.491 -6.647
H 1.169 -16.355 -7.937
O 6.109 -15.364 -0.499
C 7.202 -15.855 -0.670
O 8.249 -15.269 -1.271
C 8.185 -14.085 -1.981
C 8.020 -12.829 -1.239
C 7.547 -17.270 -0.282
H 7.429 -14.130 -2.766
H 9.076 -14.042 -2.607
H 7.220 -12.898 -0.503
H 7.860 -11.957 -1.873
H 8.952 -12.539 -0.753
H 7.614 -18.082 -1.006
H 6.961 -17.716 0.522
H 8.546 -17.181 0.143
O 3.709 -19.326 -8.877
C 3.850 -18.293 -8.223
O 2.990 -17.878 -7.282
C 2.112 -18.832 -6.610
C 2.732 -19.863 -5.687
C 5.032 -17.343 -8.418
H 1.408 -19.238 -7.337
H 1.581 -18.248 -5.859
H 3.531 -20.364 -6.234
H 2.020 -20.550 -5.231
H 3.208 -19.344 -4.855
H 5.952 -17.908 -8.270
H 5.010 -16.529 -7.694
H 5.001 -16.935 -9.428
O 5.255 -18.194 -3.418
C 6.012 -17.582 -4.149
O 5.743 -16.609 -4.984
C 4.510 -15.951 -4.863
C 4.754 -14.702 -4.020
C 7.446 -18.022 -4.344
H 3.606 -16.509 -4.620
H 4.269 -15.678 -5.890
H 5.155 -14.984 -3.047
H 3.830 -14.145 -3.865
H 5.414 -13.970 -4.485
H 7.540 -18.818 -3.605
H 8.215 -17.267 -4.183
H 7.464 -18.422 -5.357
```

Results
Multiplicity: 2
Charge: -1
LUMO (alpha / beta) (eV): 0.61 / 0.61
HOMO (alpha / beta) (hartree): -0.0485 / -0.1750
Molar mass (g/mol): 935.758

=====

# C23H58N2O5

A cluster of 7 separate species, C23H58N2O5 in total in a non-equilibrium geometry (ωB97M-V/def2-TZVPD, the OMol25 dataset).

```
88
C23H58N2O5 | the OMol25 dataset | ωB97M-V/def2-TZVPD
C 5.024 8.772 3.792
C 5.952 7.831 4.548
N 5.249 6.550 5.047
C 5.112 5.496 4.024
C 4.235 5.850 2.871
C 6.030 5.957 6.170
C 5.789 6.646 7.478
H 4.657 8.379 2.844
H 5.643 9.642 3.570
H 4.156 9.047 4.391
H 6.870 7.509 4.056
H 6.321 8.333 5.443
H 6.109 5.192 3.704
H 4.741 4.602 4.526
H 4.810 6.460 2.174
H 3.978 4.929 2.348
H 3.295 6.228 3.273
H 7.076 5.921 5.864
H 5.770 4.913 6.341
H 6.361 6.109 8.235
H 4.749 6.728 7.793
H 6.084 7.693 7.548
C -5.770 0.191 -4.393
C -6.026 -0.495 -5.661
N -5.356 -1.780 -5.812
C -5.201 -2.203 -7.230
C -4.175 -1.412 -8.018
C -6.016 -2.753 -4.951
C -5.279 -4.094 -4.822
H -4.732 0.522 -4.357
H -5.929 -0.472 -3.542
H -6.441 1.008 -4.127
H -7.065 -0.706 -5.914
H -5.706 0.244 -6.396
H -4.933 -3.256 -7.320
H -6.140 -2.262 -7.781
H -4.154 -1.595 -9.092
H -4.433 -0.357 -8.114
H -3.115 -1.471 -7.773
H -7.099 -2.840 -5.032
H -5.919 -2.409 -3.921
H -5.801 -4.882 -4.279
H -4.331 -4.097 -4.283
H -5.108 -4.494 -5.821
C 3.865 -6.701 -6.754
C 2.463 -6.611 -6.183
C 1.613 -6.817 -7.360
O 2.160 -7.834 -8.151
C 3.628 -7.793 -7.895
H 4.649 -6.990 -6.054
H 4.128 -5.709 -7.123
H 2.222 -5.716 -5.609
H 2.188 -7.379 -5.460
H 1.628 -5.863 -7.888
H 0.590 -7.140 -7.164
H 4.187 -7.570 -8.804
H 3.974 -8.732 -7.463
C -0.723 2.671 10.427
C 0.349 1.642 9.986
C -0.281 0.965 8.868
O -1.702 0.923 9.252
C -1.985 1.877 10.301
H -0.895 3.537 9.788
H -0.544 2.968 11.460
H 0.654 0.977 10.793
H 1.211 2.189 9.605
H 0.152 -0.016 8.673
H -0.123 1.459 7.909
H -2.160 1.393 11.262
H -2.774 2.514 9.900
C 0.042 -2.208 0.878
O 0.839 -1.133 0.312
H 0.740 -2.974 1.219
H -0.429 -1.929 1.820
H -0.682 -2.630 0.182
H 1.232 -1.396 -0.524
C 0.471 1.669 -5.276
O 0.274 0.269 -5.333
H -0.076 2.005 -4.395
H 1.524 1.891 -5.104
H 0.196 2.109 -6.234
H -0.624 0.121 -5.641
C -5.058 -6.536 2.346
O -6.093 -5.582 2.102
H -5.044 -6.930 3.362
H -4.972 -7.376 1.656
H -4.101 -6.016 2.301
H -5.993 -4.773 2.610
```

Results
LUMO (eV): 0.43
Structure (SMILES): CCN(CC)CC.CCN(CC)CC.C1CCOC1.C1CCOC1.CO.CO.CO
HOMO (hartree): -0.3109
ΔE to the lowest compared entry with this formula, charge and spin (kJ/mol): 280.79
Molar mass (g/mol): 442.726

=====

# C23H60N9O5P2S

A cluster of 3 separate species, C23H60N9O5P2S in total in a non-equilibrium geometry (ωB97M-V/def2-TZVPD, the OMol25 dataset).

```
100
C23H60N9O5P2S | the OMol25 dataset | ωB97M-V/def2-TZVPD
C 2.918 1.070 3.604
O 2.978 -0.343 3.318
C 1.750 -0.906 3.032
S 1.841 -2.092 1.599
C 0.156 -2.309 0.906
C -0.532 -0.994 0.508
C -0.351 -0.657 -0.995
C -1.073 0.632 -1.416
N -0.556 1.887 -0.808
C 0.843 1.889 -0.540
N 1.674 1.791 -1.468
N 1.266 1.991 0.814
C 2.818 -1.415 0.217
C 4.346 -1.264 0.515
C 4.758 0.199 0.777
C 5.909 0.663 -0.111
O 6.321 0.083 -1.040
O 6.471 1.863 0.192
H 1.901 1.459 3.738
H 3.464 1.624 2.832
H 3.438 1.221 4.561
H 1.441 -1.543 3.878
H 0.943 -0.188 2.831
H 0.248 -3.032 0.075
H -0.418 -2.817 1.695
H -1.613 -1.093 0.689
H -0.210 -0.118 1.085
H 0.697 -0.712 -1.313
H -0.858 -1.479 -1.535
H -1.111 0.741 -2.510
H -2.119 0.541 -1.088
H -1.104 2.159 0.004
H 1.173 1.730 -2.354
H 0.479 2.239 1.412
H 1.612 1.102 1.156
H 2.453 -0.457 -0.181
H 2.725 -2.142 -0.603
H 4.865 -1.636 -0.380
H 4.631 -1.946 1.327
H 3.901 0.879 0.655
H 5.072 0.290 1.829
H 6.072 2.213 1.002
O -0.386 -5.147 -1.264
P -0.693 -6.146 -2.377
N 0.051 -7.528 -1.653
C 1.491 -7.646 -1.512
C -0.599 -7.912 -0.402
N 0.228 -5.352 -3.601
C 1.508 -5.802 -4.098
C 0.172 -3.896 -3.591
N -1.365 -7.151 -3.615
C -1.194 -8.583 -3.797
C -2.116 -6.511 -4.689
H 1.745 -8.542 -0.944
H 1.937 -6.780 -1.006
H 1.973 -7.790 -2.478
H -1.687 -7.897 -0.519
H -0.338 -7.238 0.422
H -0.325 -8.932 -0.124
H 2.309 -5.661 -3.362
H 1.785 -5.248 -4.998
H 1.471 -6.849 -4.404
H 0.883 -3.460 -2.872
H -0.828 -3.549 -3.329
H 0.393 -3.498 -4.584
H -0.166 -8.826 -4.072
H -1.844 -8.956 -4.592
H -1.467 -9.146 -2.907
H -1.523 -6.481 -5.608
H -2.386 -5.488 -4.428
H -3.051 -7.039 -4.891
O -2.213 4.447 1.439
P -2.120 5.979 1.441
N -1.643 6.115 3.104
C -2.543 5.794 4.197
C -0.338 5.515 3.354
N -3.791 6.252 1.132
C -4.766 6.651 2.120
C -4.403 5.368 0.143
N -1.868 7.683 1.250
C -1.458 8.648 2.256
C -2.199 8.286 -0.036
H -2.017 5.852 5.153
H -2.977 4.791 4.104
H -3.341 6.529 4.282
H 0.371 5.810 2.573
H -0.385 4.418 3.372
H 0.073 5.867 4.303
H -4.999 5.839 2.820
H -5.700 6.950 1.638
H -4.433 7.531 2.676
H -4.713 4.411 0.582
H -3.708 5.157 -0.670
H -5.278 5.845 -0.306
H -2.234 8.786 3.011
H -1.262 9.624 1.804
H -0.530 8.362 2.748
H -3.135 8.848 0.033
H -2.316 7.528 -0.809
H -1.408 8.960 -0.375
```

Results
Charge: +1
LUMO (eV): -2.26
HOMO (hartree): -0.3631
Molar mass (g/mol): 636.806

=====

# C23H64N8O31S5

A cluster of 13 separate species, C23H64N8O31S5 in total in a non-equilibrium geometry (ωB97M-V/def2-TZVPD, the OMol25 dataset).

```
131
C23H64N8O31S5 | the OMol25 dataset | ωB97M-V/def2-TZVPD
O 6.423 -1.073 -8.236
S 5.219 -1.942 -8.350
O 5.005 -2.724 -9.546
O 5.234 -2.980 -7.010
C 5.737 -2.351 -5.824
C 4.738 -2.772 -4.700
C 3.612 -1.090 -7.897
H 5.642 -1.265 -5.835
H 6.753 -2.746 -5.818
H 4.863 -2.339 -3.708
H 4.749 -3.855 -4.577
H 3.770 -2.467 -5.099
H 4.009 -0.300 -7.259
H 3.094 -1.724 -7.177
H 3.149 -0.757 -8.826
O 7.925 6.300 -10.696
S 7.766 6.441 -9.221
O 8.283 7.670 -8.569
O 6.208 6.111 -8.716
C 5.805 6.487 -7.375
C 4.969 5.343 -6.819
C 8.478 4.919 -8.416
H 5.359 7.481 -7.403
H 6.666 6.688 -6.739
H 4.077 5.264 -7.439
H 4.701 5.570 -5.787
H 5.403 4.343 -6.830
H 8.398 4.950 -7.329
H 9.547 5.134 -8.406
H 8.116 4.084 -9.016
O -0.509 -2.629 1.268
S -0.099 -1.857 2.435
O 1.053 -2.218 3.283
O 0.266 -0.355 1.884
C 1.158 -0.296 0.784
C 0.548 0.597 -0.311
C -1.530 -1.437 3.587
H 1.345 -1.297 0.395
H 2.115 0.139 1.072
H -0.379 0.286 -0.792
H 1.287 0.781 -1.090
H 0.351 1.586 0.103
H -1.954 -2.289 4.119
H -2.282 -0.848 3.063
H -1.052 -0.654 4.174
O -7.451 -3.688 -0.221
S -7.674 -4.692 0.839
O -7.496 -4.487 2.284
O -9.202 -5.388 0.631
C -9.921 -5.427 -0.563
C -10.883 -6.643 -0.560
C -6.843 -6.176 0.266
H -9.195 -5.420 -1.376
H -10.573 -4.560 -0.667
H -11.556 -6.525 -1.409
H -11.466 -6.581 0.359
H -10.359 -7.587 -0.705
H -6.917 -6.285 -0.816
H -7.170 -7.091 0.759
H -5.791 -6.106 0.542
O 2.750 6.500 6.105
S 1.379 6.032 5.807
O 0.385 5.730 6.862
O 0.701 6.902 4.547
C -0.745 7.118 4.480
C -1.323 6.285 3.327
C 1.686 4.517 4.836
H -0.897 8.184 4.309
H -1.256 6.981 5.433
H -1.803 5.395 3.735
H -0.523 5.952 2.666
H -1.886 6.999 2.726
H 2.619 4.100 5.216
H 1.847 4.661 3.768
H 0.813 3.872 4.939
C -3.812 -2.690 -4.470
N -2.636 -2.406 -5.284
O -2.792 -2.432 -6.509
O -1.558 -2.103 -4.730
H -4.623 -2.253 -5.053
H -3.595 -2.213 -3.514
H -3.950 -3.771 -4.465
C 10.012 1.240 2.173
N 8.605 1.786 2.266
O 8.113 2.164 1.155
O 8.109 1.991 3.400
H 9.947 0.155 2.081
H 10.504 1.592 3.079
H 10.680 1.564 1.375
C -2.625 -9.644 6.827
N -2.428 -8.211 6.424
O -2.025 -7.943 5.258
O -2.556 -7.381 7.339
H -1.990 -9.786 7.702
H -2.303 -10.369 6.080
H -3.671 -9.616 7.132
C 0.428 -2.124 10.217
N 1.530 -2.477 11.209
O 2.406 -1.640 11.471
O 1.510 -3.718 11.481
H -0.473 -1.773 10.720
H 0.307 -3.077 9.702
H 0.737 -1.409 9.455
C -0.725 8.253 -5.468
N -0.446 7.574 -4.189
O -0.898 6.487 -3.960
O 0.226 8.149 -3.276
H 0.135 8.683 -5.981
H -1.523 8.990 -5.377
H -1.014 7.519 -6.221
C -6.286 3.088 9.250
N -5.268 2.542 8.447
O -4.683 1.598 8.876
O -5.225 2.928 7.310
H -6.497 2.328 10.002
H -7.170 3.384 8.685
H -5.724 3.939 9.634
C -5.466 2.566 -1.339
N -6.743 2.686 -0.575
O -6.588 2.343 0.558
O -7.889 2.903 -1.072
H -5.570 1.875 -2.176
H -4.685 2.216 -0.664
H -5.255 3.578 -1.687
C 1.989 -7.535 0.532
N 0.784 -8.422 0.382
O 0.579 -9.462 1.048
O 0.034 -8.064 -0.507
H 2.014 -7.229 1.578
H 2.031 -6.599 -0.026
H 2.747 -8.252 0.217
```

Results
LUMO (eV): -0.40
HOMO (hartree): -0.4013
ΔE to the lowest compared entry with this formula, charge and spin (kJ/mol): 641.91
Molar mass (g/mol): 1109.125